(P)
Density functional theory data (ωB97M-V with the def2-TZVPD basis set) for a single C3H2N2O molecule.

M	82.1	g/mol
total charge	0
gap between HOMO and LUMO (alpha / beta)	7.70 / 8.87	eV

Geometry as XYZ:
```
8
Properties=species:S:1:pos:R:3:lowdin_charge:R:1
C 0.620 -1.356 3.316 -0.385
C -0.050 -1.490 1.104 -0.149
C -0.162 -0.238 -0.604 0.103
N 0.855 -1.015 4.388 0.155
N 0.153 -1.919 2.287 0.154
O -0.261 -1.756 -0.108 -0.029
H -1.059 0.433 -0.309 0.073
H 0.899 0.242 -0.494 0.079
```


(Q)
Density functional theory data (ωB97M-V with the def2-TZVPD basis set) for 2 unconnected molecules or ions with the total composition C3H2N2O.

M	82.1	g/mol
total charge	0
gap between HOMO and LUMO	10.60	eV

Geometry as XYZ:
```
8
Properties=species:S:1:pos:R:3:lowdin_charge:R:1
C 1.152 -0.559 -0.077 -0.156
C -2.415 0.718 0.381 -0.092
C 1.692 0.729 -0.032 -0.255
N 0.731 -1.600 -0.286 0.199
N -2.524 -0.386 0.044 0.036
O 2.709 1.132 -0.545 0.117
H 1.052 1.343 0.475 0.087
H -2.397 -1.377 0.039 0.063
```


Most stable: (Q) (next structure +75.7 kcal/mol)


(P)
Density functional theory data (ωB97M-V with the def2-TZVPD basis set) for a molecular structure, C3H2N2O.

M	82.1	g/mol
total charge	0
gap between HOMO and LUMO	8.95	eV

Geometry as XYZ:
```
8
Properties=species:S:1:pos:R:3:lowdin_charge:R:1
C 2.249 -0.100 -0.029 -0.220
C -0.315 -0.668 -0.135 -0.104
C 1.092 0.695 0.021 -0.288
N 3.026 -0.953 0.068 0.181
N 0.833 1.873 -0.205 0.133
O -1.477 -0.631 0.119 0.073
H 0.192 -1.440 -0.751 0.099
H -0.211 2.185 -0.166 0.125
```


(Q)
Density functional theory data (ωB97M-V with the def2-TZVPD basis set) for a molecular structure, C3H2N2O.

M	82.1	g/mol
total charge	0
gap between HOMO and LUMO	8.06	eV

Geometry as XYZ:
```
8
Properties=species:S:1:pos:R:3:lowdin_charge:R:1
C 4.786 -0.113 0.045 -0.274
C 2.351 0.316 0.042 -0.128
C -0.521 0.689 0.180 0.113
N 5.876 -0.426 -0.102 0.164
N 3.558 0.434 0.202 0.198
O 1.214 0.459 -0.253 0.070
H -0.857 1.157 -0.698 -0.051
H -0.900 -0.230 0.189 -0.092
```


Most stable: (P) (next structure +73.4 kcal/mol)


(P)
Density functional theory data (ωB97M-V with the def2-TZVPD basis set) for a single C3H2N2O molecule.

SMILES	N#C[C@H]1NC1=O
M	82.1	g/mol
total charge	0
gap between HOMO and LUMO	10.85	eV

Geometry as XYZ:
```
8
Properties=species:S:1:pos:R:3:lowdin_charge:R:1
N -2.122 -0.269 -1.636 0.106
C -1.165 -0.280 -1.033 -0.114
C 0.324 -0.468 -0.214 -0.077
N 0.796 0.844 0.294 0.156
C 0.487 -0.108 1.156 -0.557
O 0.322 -0.431 2.244 0.199
H 1.101 -0.963 -0.825 0.132
H 0.257 1.674 0.014 0.154
```


(Q)
Density functional theory data (ωB97M-V with the def2-TZVPD basis set) for a single C3H2N2O molecule.

SMILES	N#CC(O)=C=N
M	82.1	g/mol
total charge	0
gap between HOMO and LUMO	9.63	eV

Geometry as XYZ:
```
8
Properties=species:S:1:pos:R:3:lowdin_charge:R:1
N -2.165 -1.328 1.081 0.154
C -1.165 -0.956 0.628 -0.166
C 0.047 -0.458 0.041 -0.345
O 0.981 -1.356 -0.435 0.031
C 0.170 0.848 -0.163 -0.070
N 0.357 2.053 -0.223 0.187
H 1.760 -1.324 0.137 0.114
H 0.015 2.521 -1.065 0.095
```


Most stable: (Q) (next structure +21.6 kcal/mol)


(P)
Density functional theory data (ωB97M-V with the def2-TZVPD basis set) for 2 unconnected molecules or ions with the total composition C5H7N2.

M	95.1	g/mol
total charge	+1
gap between HOMO and LUMO	7.36	eV

Geometry as XYZ:
```
14
Properties=species:S:1:pos:R:3:lowdin_charge:R:1
C 1.624 -0.727 0.138 0.066
C 0.359 -1.212 0.127 -0.115
C 2.793 -0.505 0.020 0.025
C -3.268 -0.679 0.501 -0.123
C -3.398 -0.480 -0.746 -0.115
N -0.740 -1.563 0.112 0.235
N 4.131 -0.133 0.039 0.248
H -4.054 -0.438 1.209 0.053
H -2.159 -0.932 0.913 0.042
H -4.341 -0.126 -1.177 0.065
H -2.573 -0.623 -1.412 0.027
H 4.578 0.100 0.927 0.204
H 4.290 0.665 -0.551 0.188
H 4.760 -0.838 -0.350 0.201
```


(Q)
Density functional theory data (ωB97M-V with the def2-TZVPD basis set) for a gas-phase ion, C5H7N2 (charge +1).

SMILES	C=c1cc[n+](=C)[nH]1
M	95.1	g/mol
total charge	+1
gap between HOMO and LUMO (alpha / beta)	8.04 / 8.04	eV

Geometry as XYZ:
```
14
Properties=species:S:1:pos:R:3:lowdin_charge:R:1
C -2.457 -0.439 0.065 0.089
C -1.175 -0.081 0.085 -0.218
C -0.472 1.457 0.022 0.127
C 0.829 1.253 0.109 -0.002
N 1.082 -0.172 0.167 -0.125
C 2.226 -0.698 0.008 0.197
N -0.024 -0.859 0.046 0.103
H -2.698 -1.462 0.215 0.059
H -3.309 0.323 -0.204 0.130
H -1.149 2.353 -0.125 0.150
H 1.652 1.876 -0.176 0.138
H 2.360 -1.660 -0.311 0.103
H 3.010 -0.070 0.052 0.083
H 0.125 -1.822 0.047 0.166
```


(R)
Density functional theory data (ωB97M-V with the def2-TZVPD basis set) for a gas-phase ion, C5H7N2 (charge +1).

M	95.1	g/mol
total charge	+1
gap between HOMO and LUMO	7.39	eV

Geometry as XYZ:
```
14
Properties=species:S:1:pos:R:3:lowdin_charge:R:1
C 2.328 0.119 0.248 -0.198
C 3.316 -0.172 -0.475 0.245
C -1.275 0.542 -0.080 -0.108
C 0.155 1.183 0.034 -0.129
C -0.250 -1.490 0.359 0.116
N -1.067 -0.835 -0.423 0.002
N 1.081 0.176 0.322 0.044
H -1.785 0.612 0.880 0.137
H -1.870 1.046 -0.840 0.140
H 0.410 1.708 -0.895 0.153
H 0.168 1.935 0.834 0.157
H -0.297 -1.334 1.428 0.129
H 0.215 -2.400 0.011 0.135
H -1.128 -1.090 -1.404 0.177
```


Most stable: (Q) (next structure +51.4 kcal/mol)


(P)
Density functional theory data (ωB97M-V with the def2-TZVPD basis set) for a molecular structure, C5H7N2.

M	95.1	g/mol
total charge	+1
gap between HOMO and LUMO (alpha / beta)	9.15 / 8.85	eV

Geometry as XYZ:
```
14
Properties=species:S:1:pos:R:3:lowdin_charge:R:1
C -0.583 1.083 -1.077 0.009
C 0.324 0.337 -1.704 0.092
C -0.586 -1.150 0.985 -0.057
C -0.035 0.875 0.283 -0.275
C 0.889 -0.075 -0.292 -0.216
N -0.963 0.092 1.117 0.180
N 0.425 -1.309 0.158 0.104
H -1.373 1.764 -1.302 0.120
H 0.641 -0.111 -2.636 0.118
H -1.088 -2.019 1.359 0.168
H 0.189 1.790 0.788 0.154
H 2.933 0.429 0.575 0.187
H -1.787 0.530 1.468 0.175
H 1.015 -2.238 0.278 0.242
```


(Q)
Density functional theory data (ωB97M-V with the def2-TZVPD basis set) for a gas-phase ion, C5H7N2 (charge +1).

SMILES	C#C/[NH+]=C(/C)N=C
M	95.1	g/mol
total charge	+1
gap between HOMO and LUMO	9.01	eV

Geometry as XYZ:
```
14
Properties=species:S:1:pos:R:3:lowdin_charge:R:1
C -1.573 -2.521 -0.245 0.172
C -1.130 -1.405 -0.429 -0.169
N -0.591 -0.292 -0.923 0.111
C 0.190 0.539 -0.227 -0.334
C 0.709 1.676 -1.017 0.021
N 0.748 0.246 0.878 0.140
C 0.783 -0.083 2.075 0.165
H -2.234 -3.318 0.207 0.088
H -0.944 -0.145 -1.837 0.168
H -0.085 2.028 -1.830 0.149
H 1.732 1.358 -1.482 0.149
H 0.934 2.412 -0.245 0.092
H 1.655 -0.518 2.396 0.087
H -0.192 0.025 2.678 0.160
```


(R)
Density functional theory data (ωB97M-V with the def2-TZVPD basis set) for a gas-phase ion, C5H7N2 (charge +1).

M	95.1	g/mol
total charge	+1
gap between HOMO and LUMO (alpha / beta)	7.36 / 7.36	eV

Geometry as XYZ:
```
14
Properties=species:S:1:pos:R:3:lowdin_charge:R:1
C -2.162 0.122 0.124 -0.053
C -1.663 1.268 0.126 0.322
C -1.274 -1.180 -0.090 -0.053
C 2.019 -0.261 -0.567 -0.095
C 1.382 0.462 0.544 -0.067
N -0.098 -1.042 -0.385 0.014
N 0.608 0.031 -0.660 -0.061
H -3.301 0.087 0.151 0.188
H -1.510 2.322 0.165 0.104
H -1.770 -2.195 0.172 0.176
H 2.789 0.273 -1.215 0.149
H 2.257 -1.351 -0.447 0.142
H 1.126 -0.049 1.463 0.124
H 1.597 1.513 0.616 0.111
```


(S)
Density functional theory data (ωB97M-V with the def2-TZVPD basis set) for a gas-phase ion, C5H7N2 (charge +1).

SMILES	[NH3+]C1=C=C=NCC1
M	95.1	g/mol
total charge	+1
gap between HOMO and LUMO (alpha / beta)	8.66 / 8.48	eV

Geometry as XYZ:
```
14
Properties=species:S:1:pos:R:3:lowdin_charge:R:1
N 1.989 -0.247 -0.031 0.257
C 0.647 0.362 -0.390 -0.243
C 0.305 1.666 -0.215 0.007
C -0.825 1.992 0.236 0.100
N -1.545 1.097 1.262 0.135
C -1.569 -0.168 0.568 -0.236
C -0.586 -0.457 -0.675 -0.125
H 1.936 -0.869 0.816 0.206
H 2.645 0.465 0.072 0.135
H 2.386 -0.831 -0.784 0.184
H -2.594 -0.501 0.239 0.152
H -1.306 -0.808 1.394 0.114
H -1.108 -0.114 -1.704 0.174
H -0.375 -1.588 -0.789 0.139
```


Most stable: (Q) (next structure +54.6 kcal/mol)


(P)
Density functional theory data (ωB97M-V with the def2-TZVPD basis set) for a gas-phase ion, C5H7N2 (charge +1).

M	95.1	g/mol
total charge	+1
gap between HOMO and LUMO	8.34	eV

Geometry as XYZ:
```
14
Properties=species:S:1:pos:R:3:lowdin_charge:R:1
C -0.261 -0.598 1.132 0.007
C -0.346 0.347 0.058 -0.232
C 0.405 0.286 -1.015 -0.015
C -1.625 1.269 0.046 -0.006
C 1.137 0.216 -2.058 0.096
N 0.698 -1.336 1.458 0.032
N 1.469 -2.211 1.429 0.273
H -1.160 -0.529 1.836 0.189
H -2.304 0.967 0.931 0.111
H -2.196 1.279 -0.870 0.084
H -1.190 2.240 0.091 0.071
H 1.136 -0.605 -2.874 0.141
H 2.383 -2.248 2.041 0.198
H 1.855 0.921 -2.204 0.051
```


(Q)
Density functional theory data (ωB97M-V with the def2-TZVPD basis set) for a molecular structure, C5H7N2.

M	95.1	g/mol
total charge	+1
gap between HOMO and LUMO	8.18	eV

Geometry as XYZ:
```
14
Properties=species:S:1:pos:R:3:lowdin_charge:R:1
C 1.363 0.173 -0.636 0.071
C 0.301 -0.845 -0.314 -0.378
C 0.079 0.496 1.085 0.117
C -1.124 -0.508 -0.651 -0.090
C -1.351 0.564 0.440 -0.103
N 1.071 1.021 0.242 0.092
N 0.571 -1.643 0.656 0.281
H 2.286 0.122 -1.336 0.205
H -1.073 0.007 -1.739 0.175
H -1.752 -1.425 -0.550 0.150
H -2.209 0.311 1.138 0.151
H -1.283 1.557 0.071 0.107
H 1.656 1.691 0.591 0.153
H 1.465 -1.520 1.003 0.070
```


Most stable: (P) (next structure +39.5 kcal/mol)


(P)
Density functional theory data (ωB97M-V with the def2-TZVPD basis set) for 2 unconnected molecules or ions with the total composition C2H2ClNO2.

M	107.5	g/mol
total charge	0
gap between HOMO and LUMO	9.74	eV

Geometry as XYZ:
```
8
Properties=species:S:1:pos:R:3:lowdin_charge:R:1
C 0.194 0.674 0.888 -0.462
C -1.337 -0.993 -0.422 -0.017
N 0.514 0.478 -0.485 -0.421
O 0.742 0.171 1.847 0.028
O -1.296 -2.100 -0.624 0.095
Cl 1.892 -0.595 -1.056 0.555
H -0.436 1.635 0.960 0.158
H -0.273 0.729 -1.106 0.064
```


(Q)
Density functional theory data (ωB97M-V with the def2-TZVPD basis set) for 2 unconnected molecules or ions with the total composition C2H2ClNO2.

M	107.5	g/mol
total charge	0
gap between HOMO and LUMO	7.96	eV

Geometry as XYZ:
```
8
Properties=species:S:1:pos:R:3:lowdin_charge:R:1
C -0.685 -0.388 1.072 0.070
C -0.064 0.102 0.001 -0.138
N 0.582 -0.286 -1.168 -0.410
O 1.771 0.121 -1.222 0.081
O -0.015 -1.022 -1.915 0.141
Cl -0.014 2.625 0.124 0.074
H -0.872 0.326 1.883 0.080
H -0.704 -1.478 1.224 0.102
```


Most stable: (P) (next structure +100.0 kcal/mol)